Below is the molecule C3H5NS2 at a distorted geometry, with properties calculated with wB97M-V/def2-TZVPD.

ORCA input file:
```
! RIJCOSX wB97M-V def2-TZVPD def2/J DEFGRID3
* xyz 0 1
C -0.21145 -0.12257 1.56903
C 0.60987 0.57583 0.63070
C -0.06055 0.89418 -0.73755
N -1.02761 -1.57301 -0.79994
S -1.42050 -3.04256 -1.10085
S -0.09885 -0.59820 -1.76933
H 0.50597 -0.58773 2.35366
H 0.76154 1.46083 1.14505
H 1.61458 0.31767 0.57803
H -1.10262 0.99300 -0.64434
H 0.42962 1.68257 -1.22446
*
```

The largest force on an atom is 0.0598 Eh/bohr. The energy relative to the best compared isomer or geometry (same formula, charge and spin) comes out at 6.3888 eV. The value obtained for the total energy is -968.21030 a.u. The calculation puts the HOMO-LUMO gap (spin up / spin down) at 6.91 / 6.91 eV. The value obtained for the HOMO energy (spin up / spin down) is -8.0 / -8.0 eV.